Record 1
Density functional theory data (the ωB97M-V functional and the def2-TZVPD basis) for C6H8O2 in the gas phase at a distorted geometry.

Output
- Relative energy (zero: lowest compared OMol25 entry of this formula, charge and spin): 471.20 kJ/mol
- E_tot: -383.73065 hartree
- HOMO-LUMO gap: 9.6 eV
- HOMO level: -0.3231 hartree

```
! RIJCOSX wB97M-V def2-TZVPD def2/J DEFGRID3
* xyz 0 1
C 1.706 -0.032 -0.954
C 1.079 1.121 -1.097
C 1.043 -0.561 0.324
C -0.217 0.332 0.426
C -0.485 1.112 1.756
C -1.373 -1.122 -0.993
O 1.623 -1.232 1.145
O -1.384 -0.063 -0.115
H 2.480 -0.739 -1.475
H 1.247 1.916 -1.662
H 0.247 1.904 1.899
H -0.404 0.340 2.561
H -1.525 1.358 1.927
H -2.071 -1.020 -1.798
H -1.534 -2.036 -0.510
H -0.432 -1.279 -1.433
*
```



Record 2
Density functional theory data (the ωB97M-V functional and the def2-TZVPD basis) for 12 unconnected molecules or ions with the total composition C36H104N16O12 at a distorted geometry.

Output
- Relative energy (zero: lowest compared OMol25 entry of this formula, charge and spin): 981.37 kJ/mol
- E_tot: -3212.63640 hartree
- HOMO-LUMO gap: 9.1 eV
- HOMO level: -0.3333 hartree
- SMILES string: COC[C@H](C)N.COC[C@H](C)N.COC[C@H](C)N.COC[C@H](C)N.COC[C@H](C)N.COC[C@H](C)N.COC[C@H](C)N.COC[C@H](C)N.NC(N)=O.NC(N)=O.NC(N)=O.NC(N)=O

```
! RIJCOSX wB97M-V def2-TZVPD def2/J DEFGRID3
* xyz 0 1
C -1.514 4.205 6.206
O -0.581 3.677 6.757
N -2.714 4.554 6.688
N -1.338 4.879 5.084
H -3.276 5.284 6.274
H -3.054 3.875 7.354
H -1.920 5.453 4.490
H -0.391 4.720 4.772
C 4.632 0.896 4.752
O 5.377 0.262 4.140
N 4.562 2.168 4.509
N 3.745 0.559 5.660
H 5.283 2.592 3.944
H 4.038 2.721 5.172
H 3.819 -0.405 5.952
H 3.046 1.135 6.105
C 4.746 -6.793 4.104
O 4.450 -6.582 5.244
N 5.565 -6.029 3.473
N 4.238 -7.693 3.320
H 5.712 -6.215 2.492
H 5.959 -5.231 3.950
H 4.552 -7.734 2.361
H 3.433 -8.238 3.593
C 5.750 -1.303 -3.006
O 5.758 -1.740 -4.209
N 5.477 -1.992 -1.975
N 5.908 -0.036 -2.617
H 5.544 -1.659 -1.023
H 5.219 -2.951 -2.161
H 5.845 0.703 -3.302
H 5.854 0.137 -1.624
C -7.757 0.239 4.453
C -8.468 1.374 3.598
C -7.626 1.776 2.514
O -8.250 2.805 1.833
C -8.008 3.011 0.430
N -9.628 0.728 3.080
H -7.329 -0.469 3.743
H -8.419 -0.242 5.174
H -6.915 0.736 4.935
H -8.700 2.277 4.161
H -7.123 0.966 1.987
H -6.686 2.195 2.873
H -6.945 2.810 0.300
H -8.244 4.046 0.181
H -8.493 2.248 -0.178
H -10.389 0.912 3.717
H -9.858 1.417 2.377
C -2.019 -8.566 -6.920
C -1.433 -9.943 -7.174
C -2.380 -10.665 -8.187
O -1.953 -11.956 -8.404
C -2.321 -12.887 -7.555
N -0.065 -9.940 -7.783
H -3.032 -8.702 -6.540
H -2.103 -7.855 -7.742
H -1.441 -8.132 -6.104
H -1.588 -10.445 -6.219
H -2.463 -9.976 -9.028
H -3.381 -10.553 -7.771
H -1.741 -13.775 -7.806
H -3.404 -12.927 -7.674
H -2.073 -12.630 -6.525
H -0.105 -10.844 -8.231
H -0.186 -9.245 -8.506
C -7.740 -6.542 10.865
C -6.858 -6.034 9.654
C -5.365 -5.740 10.100
O -4.686 -5.386 8.919
C -3.563 -4.558 9.145
N -6.843 -7.089 8.675
H -8.724 -6.887 10.549
H -7.788 -5.918 11.758
H -7.256 -7.415 11.302
H -7.314 -5.145 9.219
H -4.879 -6.624 10.511
H -5.434 -4.894 10.785
H -4.028 -3.720 9.663
H -3.134 -4.314 8.173
H -2.862 -5.108 9.774
H -6.530 -7.934 9.131
H -5.965 -6.875 8.224
C -4.001 -8.382 0.069
C -5.325 -7.999 0.476
C -6.200 -7.586 -0.722
O -5.920 -6.193 -1.121
C -6.103 -5.169 -0.082
N -5.911 -9.117 1.242
H -4.039 -9.287 -0.538
H -3.296 -8.555 0.882
H -3.492 -7.614 -0.513
H -5.263 -7.347 1.347
H -7.242 -7.560 -0.402
H -6.136 -8.242 -1.591
H -7.086 -5.361 0.346
H -6.149 -4.166 -0.507
H -5.403 -5.188 0.753
H -6.840 -8.974 1.610
H -5.401 -9.202 2.110
C 0.604 -2.166 0.246
C 0.601 -0.619 0.445
C 0.256 0.213 -0.735
O 0.223 1.545 -0.305
C 1.422 2.280 -0.486
N -0.374 -0.456 1.528
H -0.230 -2.752 0.632
H 1.517 -2.490 0.744
H 0.847 -2.480 -0.769
H 1.583 -0.256 0.749
H -0.680 -0.102 -1.198
H 1.039 0.033 -1.472
H 2.238 1.599 -0.245
H 1.383 3.134 0.190
H 1.708 2.778 -1.413
H 0.187 -0.432 2.368
H -0.701 0.498 1.470
C 8.336 13.513 -5.275
C 7.797 13.352 -3.812
C 7.040 12.091 -3.510
O 5.847 12.121 -4.221
C 5.147 10.872 -4.211
N 9.052 13.531 -3.038
H 9.002 12.679 -5.494
H 8.977 14.383 -5.418
H 7.587 13.600 -6.062
H 7.126 14.201 -3.687
H 6.713 12.023 -2.472
H 7.593 11.176 -3.724
H 4.474 10.851 -5.068
H 4.535 10.689 -3.327
H 5.775 10.026 -4.490
H 8.865 13.635 -2.051
H 9.448 14.428 -3.280
C 10.487 4.526 0.726
C 9.788 5.876 0.662
C 10.748 6.867 0.032
O 12.040 6.788 0.527
C 13.122 6.652 -0.421
N 8.636 5.823 -0.169
H 10.911 4.154 -0.207
H 9.872 3.655 0.953
H 11.334 4.671 1.397
H 9.450 6.288 1.613
H 10.378 7.858 0.292
H 10.676 6.934 -1.054
H 14.009 6.783 0.198
H 13.064 7.432 -1.180
H 13.020 5.806 -1.101
H 8.991 5.953 -1.105
H 8.180 6.722 -0.107
C -1.506 5.338 -6.760
C -2.392 4.073 -6.676
C -3.920 4.413 -6.310
O -4.666 5.114 -7.363
C -5.989 5.380 -7.077
N -2.290 3.186 -7.716
H -0.459 5.114 -6.963
H -1.705 5.968 -5.894
H -1.814 5.888 -7.649
H -1.870 3.456 -5.945
H -3.975 4.995 -5.389
H -4.467 3.477 -6.198
H -6.808 4.674 -7.214
H -6.364 6.033 -7.865
H -6.048 5.900 -6.121
H -3.018 3.483 -8.350
H -2.772 2.333 -7.469
*
```



Record 3
Density functional theory data (the ωB97M-V functional and the def2-TZVPD basis) for a molecular structure, C5H6O2.

Output
- Relative energy (zero: lowest compared OMol25 entry of this formula, charge and spin): 379.79 kJ/mol
- E_tot: -344.45726 hartree
- HOMO-LUMO gap: 9.5 eV
- HOMO level: -0.3477 hartree

```
! RIJCOSX wB97M-V def2-TZVPD def2/J DEFGRID3
* xyz 0 1
C -0.220 -0.762 -1.391
C 0.469 -0.101 -0.220
C 1.410 -0.683 0.676
C -0.374 0.273 1.078
C -0.134 1.687 0.566
O -0.477 2.774 0.913
O 0.649 1.339 -0.479
H 0.485 -0.833 -2.225
H -1.081 -0.178 -1.727
H -0.545 -1.771 -1.126
H 0.138 0.114 2.037
H 1.065 -1.728 0.803
H -1.385 -0.131 1.095
*
```



Record 4
Density functional theory data (the ωB97M-V functional and the def2-TZVPD basis) for a molecular structure, C7H4ClF8GaNO5S at a distorted geometry.

Output
- E_tot: -4282.38350 hartree
- HOMO-LUMO gap: 9.5 eV
- HOMO level: -0.2351 hartree

```
! RIJCOSX wB97M-V def2-TZVPD def2/J DEFGRID3
* xyz -1 1
O -2.490 1.291 -2.291
C -1.904 0.719 -3.190
C -0.438 0.695 -3.360
Ga 0.463 -0.373 -1.936
Cl 2.182 -1.411 -2.875
C -0.848 -1.703 -1.110
O -1.795 -2.050 -1.776
N -0.813 -2.217 0.250
C 0.289 -2.910 0.687
O 0.289 -3.848 1.411
F 1.419 -2.373 0.223
S 1.457 1.140 -0.400
O 2.726 0.629 0.082
O 1.469 2.452 -1.021
C 0.365 1.435 1.123
F 0.370 2.767 1.399
F -0.898 1.059 0.780
C 0.795 0.706 2.415
F 0.734 -0.636 2.208
F 2.060 1.056 2.742
C -0.085 1.004 3.664
F 0.002 2.282 4.043
F -1.369 0.710 3.439
F 0.347 0.240 4.679
H -2.489 0.162 -3.948
H -0.158 0.276 -4.326
H -0.053 1.715 -3.286
H -1.628 -2.816 0.377
*
```



Record 5
Density functional theory data (the ωB97M-V functional and the def2-TZVPD basis) for 6 unconnected molecules or ions with the total composition C36H79BN3O19S5 at a distorted geometry.

Output
- E_tot: -5028.42155 hartree
- HOMO-LUMO gap: 8.2 eV
- HOMO level: -0.4239 hartree

```
! RIJCOSX wB97M-V def2-TZVPD def2/J DEFGRID3
* xyz 1 1
C 4.852 1.170 4.100
C 4.113 0.950 3.184
C 3.229 0.562 2.088
C 2.529 -0.778 2.363
C 3.586 -1.863 2.094
N 3.223 -3.207 2.527
C 4.342 -4.144 2.383
C 1.897 -0.969 3.764
C 1.479 0.195 4.695
C 0.804 1.403 4.010
C -0.517 1.850 4.664
C -1.754 1.506 3.829
N -1.975 2.426 2.709
C -1.317 2.014 1.457
C -3.392 2.518 2.410
C -4.157 1.216 2.255
O -3.916 3.582 2.252
C 0.840 -1.959 3.497
N 0.523 -2.014 2.256
C -0.490 -2.946 1.714
O -1.680 -2.290 1.508
C -2.746 -2.527 2.450
C -4.013 -2.993 1.722
C -5.273 -2.167 2.054
C 1.297 -1.003 1.445
C 1.398 -1.332 -0.036
B 1.723 -0.102 -1.000
O 0.716 0.355 -1.804
O 2.985 0.470 -1.045
H 5.529 1.334 4.905
H 3.851 0.410 1.202
H 2.525 1.359 1.842
H 4.487 -1.581 2.645
H 3.857 -1.845 1.029
H 2.442 -3.560 1.986
H 4.684 -4.223 1.346
H 4.026 -5.124 2.734
H 5.163 -3.799 3.009
H 2.641 -1.524 4.352
H 0.754 -0.228 5.400
H 2.339 0.488 5.288
H 0.656 1.214 2.952
H 1.506 2.239 4.050
H -0.524 2.929 4.813
H -0.628 1.381 5.644
H -1.708 0.450 3.503
H -2.623 1.586 4.488
H -1.190 0.922 1.415
H -1.901 2.329 0.595
H -0.324 2.463 1.390
H -4.721 1.297 1.327
H -4.829 1.095 3.103
H -3.482 0.366 2.153
H 0.364 -2.592 4.236
H -0.546 -3.797 2.398
H -0.114 -3.309 0.758
H -2.925 -1.590 2.983
H -2.430 -3.275 3.182
H -4.194 -4.028 2.014
H -3.812 -2.989 0.652
H -5.022 -1.270 2.622
H -5.969 -2.746 2.656
H -5.772 -1.836 1.144
H 0.659 -0.117 1.496
H 2.095 -2.153 -0.242
H 0.413 -1.681 -0.353
H 0.935 0.343 -2.748
H 2.954 1.413 -0.853
O -0.431 -0.307 -4.304
S -1.074 -1.524 -4.718
O -0.446 -2.341 -5.707
O -2.558 -1.196 -5.134
C -2.781 -0.142 -6.112
C -2.482 -0.589 -7.525
C -1.449 -2.502 -3.305
H -2.196 0.733 -5.828
H -3.832 0.110 -5.995
H -1.419 -0.778 -7.669
H -2.791 0.189 -8.222
H -3.019 -1.508 -7.758
H -1.939 -1.875 -2.564
H -0.500 -2.881 -2.927
H -2.088 -3.325 -3.613
O 7.238 1.718 1.841
S 7.655 2.083 0.518
O 8.767 1.405 -0.074
O 7.876 3.647 0.461
C 8.760 4.231 1.459
C 10.218 3.995 1.138
C 6.283 2.015 -0.582
H 8.488 3.842 2.441
H 8.523 5.292 1.450
H 10.464 2.940 1.206
H 10.850 4.544 1.834
H 10.450 4.318 0.124
H 5.451 2.552 -0.133
H 6.038 0.964 -0.721
H 6.574 2.462 -1.529
O 13.353 3.298 0.747
S 13.654 2.188 1.601
O 14.050 2.424 2.956
O 14.720 1.255 0.886
C 15.943 1.875 0.412
C 16.926 2.153 1.528
C 12.343 1.013 1.590
H 15.692 2.780 -0.142
H 16.352 1.156 -0.295
H 16.556 2.923 2.203
H 17.871 2.492 1.103
H 17.105 1.252 2.115
H 12.053 0.808 0.563
H 11.513 1.446 2.143
H 12.693 0.113 2.089
O -9.627 0.195 -0.025
S -9.076 0.552 -1.300
O -7.835 -0.041 -1.706
O -8.949 2.136 -1.372
C -8.263 2.790 -0.280
C -6.762 2.634 -0.374
C -10.271 0.349 -2.565
H -8.650 2.408 0.665
H -8.551 3.836 -0.355
H -6.471 1.593 -0.231
H -6.274 3.241 0.391
H -6.403 2.945 -1.355
H -11.196 0.826 -2.253
H -10.420 -0.717 -2.704
H -9.891 0.790 -3.482
O -11.590 -1.455 -4.629
S -12.096 -2.768 -4.920
O -11.362 -3.615 -5.807
O -13.594 -2.636 -5.412
C -13.870 -1.717 -6.502
C -13.472 -2.276 -7.850
C -12.424 -3.630 -3.424
H -13.380 -0.765 -6.295
H -14.944 -1.555 -6.450
H -12.391 -2.377 -7.937
H -13.821 -1.607 -8.636
H -13.912 -3.261 -8.001
H -13.000 -2.986 -2.765
H -11.460 -3.871 -2.982
H -12.969 -4.539 -3.661
*
```



Record 6
Density functional theory data (the ωB97M-V functional and the def2-TZVPD basis) for 3 unconnected molecules or ions with the total composition C3H6N2O2S at a distorted geometry.

Output
- Relative energy (zero: lowest compared OMol25 entry of this formula, charge and spin): 832.94 kJ/mol
- E_tot: -775.82291 hartree
- HOMO-LUMO gap: 8.6 eV
- HOMO level: -0.3252 hartree

```
! RIJCOSX wB97M-V def2-TZVPD def2/J DEFGRID3
* xyz 0 1
C -2.134 1.578 0.143
C -1.192 0.492 0.098
C 1.419 -0.198 0.008
H -1.689 2.596 1.156
H -2.381 1.889 -1.077
H -3.116 1.236 0.807
H -0.139 -1.636 0.008
H 1.765 -2.030 0.557
H -2.986 -1.817 -0.966
N 0.965 -1.424 0.479
N -1.606 -0.743 -0.239
O 0.256 0.660 -0.075
O -3.030 -0.854 -0.076
S 2.917 0.328 -0.153
*
```



Record 7
Density functional theory data (the ωB97M-V functional and the def2-TZVPD basis) for a molecular structure, C26H17Cl5N3O5Sr.

Output
- Relative energy (zero: lowest compared OMol25 entry of this formula, charge and spin): 0.00 kJ/mol
- E_tot: -3873.39951 hartree
- HOMO-LUMO gap: 7.7 eV
- HOMO level: -0.2188 hartree

```
! RIJCOSX wB97M-V def2-TZVPD def2/J DEFGRID3
* xyz -1 1
Sr 0.308 1.073 -0.563
O -3.898 -1.576 5.039
C -2.762 -1.106 5.221
O -2.039 -1.036 6.230
C -2.119 -0.493 3.940
C -0.858 0.072 3.982
C -0.317 0.627 2.829
N -0.979 0.622 1.666
C -2.199 0.074 1.617
C -2.800 -0.486 2.736
C -2.908 0.115 0.304
C -3.939 -0.780 0.026
C -4.597 -0.690 -1.188
C -4.215 0.288 -2.092
C -3.162 1.117 -1.748
N -2.515 1.037 -0.586
C 1.043 1.250 2.838
C 1.895 1.098 3.930
C 3.148 1.683 3.899
C 3.536 2.393 2.775
C 2.640 2.484 1.727
N 1.421 1.943 1.756
H -0.360 0.073 4.941
H -3.797 -0.904 2.731
H -4.205 -1.544 0.741
H -5.393 -1.383 -1.427
H -4.697 0.395 -3.054
H -2.805 1.869 -2.442
H 1.592 0.512 4.784
H 3.820 1.567 4.739
H 4.515 2.843 2.690
H 2.922 2.977 0.804
C 3.461 -1.941 0.847
C 2.780 -1.284 -0.337
C 2.886 -2.116 -1.606
O 1.368 -1.113 -0.015
C 3.385 0.122 -0.633
O 4.583 0.263 -0.399
O 2.586 0.976 -1.135
H 3.063 -2.948 1.003
H 3.288 -1.351 1.748
H 4.533 -1.999 0.674
H 2.435 -3.103 -1.457
H 3.933 -2.255 -1.874
H 2.369 -1.613 -2.425
H 0.943 -1.977 -0.064
Cl -1.104 -2.140 -2.791
C -0.822 -0.714 -3.788
C -0.386 0.431 -3.154
C -0.238 1.524 -3.974
Cl 0.235 3.059 -3.203
C -0.473 1.534 -5.346
Cl -0.267 2.954 -6.305
C -0.898 0.345 -5.937
Cl -1.210 0.287 -7.636
C -1.084 -0.797 -5.153
Cl -1.642 -2.259 -5.883
*
```